w:
C36H72O12 | ωB97M-V with the def2-TZVPD basis set

Last column: Löwdin charge in e.
Cartesian coordinates (Å):
C -0.206 -0.522 0.573  -0.002
C -0.873 0.371 -0.425  -0.464
O -2.022 0.223 -0.786  0.042
C -0.006 1.449 -1.009  0.001
H 0.698 -0.089 1.006  0.044
H 0.150 -1.418 0.034  0.095
H -0.875 -0.883 1.352  0.076
H 0.749 0.973 -1.644  0.073
H 0.539 1.977 -0.230  0.054
H -0.579 2.119 -1.640  0.057
C -4.570 0.830 2.233  -0.014
C -4.120 2.193 1.792  -0.508
O -3.665 2.995 2.572  0.058
C -4.296 2.520 0.340  -0.015
H -3.908 0.085 1.790  0.063
H -5.596 0.635 1.912  0.092
H -4.544 0.750 3.318  0.086
H -5.337 2.796 0.170  0.094
H -4.038 1.648 -0.266  0.065
H -3.632 3.331 0.050  0.076
C 2.834 4.068 -4.814  -0.015
C 1.790 3.640 -3.815  -0.472
O 1.443 2.474 -3.721  0.032
C 1.200 4.693 -2.905  -0.018
H 3.023 5.141 -4.738  0.077
H 2.534 3.846 -5.835  0.087
H 3.763 3.545 -4.581  0.089
H 0.564 4.178 -2.186  0.052
H 0.594 5.436 -3.419  0.096
H 2.026 5.169 -2.367  0.089
C 2.350 -0.742 -3.433  -0.018
C 2.889 -1.810 -2.515  -0.513
O 2.143 -2.508 -1.880  0.059
C 4.390 -1.924 -2.397  -0.023
H 1.360 -0.458 -3.097  0.062
H 2.321 -1.155 -4.444  0.096
H 3.012 0.122 -3.437  0.078
H 4.779 -1.052 -1.865  0.084
H 4.803 -1.894 -3.413  0.086
H 4.727 -2.837 -1.917  0.082
C 0.457 -1.438 4.249  -0.021
C -0.347 -2.464 5.011  -0.502
O -1.421 -2.843 4.597  0.057
C 0.286 -3.049 6.248  -0.022
H 0.663 -1.871 3.266  0.065
H 1.414 -1.230 4.724  0.075
H -0.122 -0.535 4.064  0.087
H -0.370 -3.790 6.698  0.081
H 0.434 -2.262 6.994  0.086
H 1.239 -3.498 5.962  0.082
C 0.054 7.053 0.770  -0.017
C -0.691 5.799 0.383  -0.509
O -1.159 5.682 -0.712  0.065
C -0.872 4.726 1.434  -0.002
H 1.129 6.866 0.774  0.082
H -0.253 7.396 1.760  0.084
H -0.196 7.833 0.054  0.082
H -0.314 5.002 2.330  0.066
H -0.585 3.737 1.089  0.073
H -1.935 4.763 1.691  0.085
C -4.507 -4.759 -0.266  -0.012
C -4.099 -4.137 1.053  -0.480
O -4.255 -4.768 2.081  0.058
C -3.503 -2.759 1.095  -0.024
H -4.373 -4.115 -1.126  0.049
H -5.555 -5.060 -0.227  0.087
H -3.939 -5.691 -0.293  0.091
H -2.408 -2.824 1.023  0.079
H -3.674 -2.335 2.085  0.080
H -3.758 -2.048 0.310  0.070
C -1.694 2.588 -4.339  -0.015
C -2.930 1.851 -4.799  -0.509
O -3.881 2.445 -5.217  0.077
C -2.940 0.344 -4.657  -0.021
H -0.830 1.941 -4.534  0.071
H -1.741 2.698 -3.260  0.075
H -1.609 3.496 -4.925  0.088
H -2.460 -0.094 -5.535  0.090
H -3.977 0.008 -4.686  0.083
H -2.505 0.058 -3.700  0.059
C 2.891 3.425 0.706  0.001
C 2.273 2.821 1.950  -0.491
O 1.876 1.687 1.939  0.049
C 2.392 3.574 3.250  -0.001
H 2.097 3.648 -0.022  0.065
H 3.525 2.699 0.205  0.082
H 3.375 4.369 0.941  0.076
H 1.395 3.911 3.544  0.079
H 3.034 4.446 3.162  0.076
H 2.800 2.889 3.988  0.086
C 4.822 -0.452 3.292  -0.010
C 4.624 -0.069 1.843  -0.499
O 5.162 0.898 1.353  0.055
C 3.582 -0.851 1.104  -0.028
H 4.049 0.097 3.840  0.085
H 5.778 -0.099 3.673  0.082
H 4.716 -1.525 3.442  0.084
H 3.899 -1.849 0.804  0.092
H 3.217 -0.322 0.224  0.076
H 2.726 -0.973 1.773  0.069
C 0.387 -5.896 3.174  -0.008
C 1.331 -4.910 2.533  -0.505
O 2.089 -4.239 3.189  0.045
C 1.247 -4.718 1.053  -0.016
H 0.359 -6.804 2.567  0.085
H -0.600 -5.432 3.201  0.090
H 0.745 -6.150 4.167  0.081
H 1.600 -3.720 0.811  0.063
H 0.254 -4.838 0.618  0.059
H 1.883 -5.408 0.488  0.098
C -1.128 -4.862 -3.532  -0.010
C -1.485 -4.098 -2.296  -0.495
O -1.156 -4.393 -1.175  0.059
C -2.279 -2.819 -2.476  -0.018
H -0.431 -5.660 -3.299  0.085
H -0.640 -4.141 -4.198  0.087
H -2.019 -5.204 -4.056  0.089
H -1.915 -2.277 -3.349  0.072
H -2.349 -2.295 -1.534  0.053
H -3.313 -3.093 -2.734  0.085

Output
Orbital gap in eV: 9.5
LUMO in Ha: 0.0118
Highest occupied orbital energy in hartree: -0.338
SMILES string: CC(C)=O.CC(C)=O.CC(C)=O.CC(C)=O.CC(C)=O.CC(C)=O.CC(C)=O.CC(C)=O.CC(C)=O.CC(C)=O.CC(C)=O.CC(C)=O
Multiplicity: 1
Molecular weight in g mol⁻¹: 696.96

---

x:
C36H72O12 | ωB97M-V with the def2-TZVPD basis set

Last column: Löwdin charge in e.
Cartesian coordinates (Å):
C -21.170 11.374 -13.845  -0.033
C -19.798 11.582 -14.389  -0.527
O -19.378 10.834 -15.214  0.083
C -19.037 12.742 -13.787  -0.023
H -21.194 10.997 -12.822  0.087
H -21.704 10.617 -14.419  0.080
H -21.723 12.307 -13.956  0.086
H -19.334 13.723 -14.157  0.088
H -17.971 12.628 -13.983  0.077
H -19.043 12.689 -12.698  0.081
C -22.402 5.298 -19.459  -0.014
C -23.714 5.934 -18.991  -0.496
O -24.831 5.631 -19.351  0.060
C -23.564 7.069 -18.024  -0.035
H -22.223 4.431 -18.823  0.086
H -21.556 5.982 -19.388  0.073
H -22.599 4.989 -20.485  0.084
H -22.579 7.078 -17.559  0.071
H -24.160 6.874 -17.132  0.082
H -23.869 8.000 -18.500  0.088
C -23.794 9.660 -28.962  -0.025
C -23.099 8.583 -28.198  -0.547
O -22.605 7.650 -28.749  0.087
C -23.042 8.647 -26.721  -0.025
H -23.177 10.548 -29.097  0.085
H -24.777 9.884 -28.549  0.082
H -23.945 9.328 -29.990  0.081
H -22.430 9.449 -26.309  0.087
H -22.549 7.711 -26.458  0.086
H -24.053 8.603 -26.316  0.089
C -16.311 6.272 -16.875  -0.036
C -14.977 6.111 -16.281  -0.494
O -14.043 6.851 -16.509  0.059
C -14.864 4.958 -15.198  -0.014
H -16.753 5.322 -17.177  0.084
H -16.203 6.816 -17.813  0.085
H -16.962 6.765 -16.152  0.097
H -13.835 4.995 -14.839  0.073
H -15.058 4.017 -15.712  0.072
H -15.620 5.149 -14.436  0.075
C -23.542 15.833 -18.738  -0.023
C -23.341 14.483 -18.132  -0.473
O -22.422 14.246 -17.381  0.055
C -24.457 13.378 -18.332  -0.022
H -24.470 16.212 -18.311  0.092
H -23.404 15.828 -19.820  0.088
H -22.720 16.440 -18.357  0.080
H -24.970 13.358 -19.294  0.063
H -25.255 13.375 -17.589  0.073
H -24.047 12.372 -18.245  0.065
C -21.284 11.832 -21.725  -0.011
C -21.093 10.376 -21.301  -0.489
O -21.752 9.411 -21.668  0.043
C -20.015 10.179 -20.296  -0.033
H -20.456 12.427 -21.341  0.075
H -22.177 12.218 -21.233  0.077
H -21.436 11.930 -22.800  0.081
H -20.287 10.778 -19.427  0.091
H -19.082 10.577 -20.696  0.087
H -19.842 9.146 -19.993  0.083
C -16.472 13.676 -18.466  -0.019
C -15.880 13.928 -19.872  -0.459
O -16.629 13.944 -20.825  0.045
C -14.346 13.917 -20.067  -0.019
H -15.777 13.933 -17.666  0.068
H -16.750 12.633 -18.316  0.084
H -17.363 14.303 -18.444  0.078
H -13.844 13.872 -19.101  0.064
H -14.101 14.867 -20.542  0.081
H -13.902 13.108 -20.649  0.077
C -28.060 11.585 -22.377  -0.033
C -28.096 10.183 -21.849  -0.487
O -29.000 9.497 -22.333  0.043
C -27.195 9.718 -20.743  -0.017
H -27.115 11.821 -22.867  0.075
H -28.203 12.224 -21.505  0.081
H -28.882 11.772 -23.068  0.083
H -27.500 10.160 -19.794  0.087
H -26.138 9.785 -21.001  0.085
H -27.425 8.658 -20.631  0.084
C -19.602 18.022 -21.842  -0.024
C -19.097 19.357 -22.309  -0.472
O -18.178 19.978 -21.759  0.038
C -19.736 19.997 -23.521  -0.033
H -19.487 17.289 -22.641  0.083
H -20.672 18.142 -21.669  0.084
H -19.160 17.592 -20.943  0.083
H -20.551 20.652 -23.214  0.087
H -20.110 19.265 -24.237  0.072
H -19.061 20.642 -24.083  0.082
C -14.010 8.676 -21.332  -0.039
C -14.605 7.592 -22.172  -0.450
O -15.855 7.437 -22.254  0.020
C -13.606 6.576 -22.706  -0.032
H -13.421 8.191 -20.553  0.092
H -14.757 9.376 -20.958  0.080
H -13.331 9.330 -21.878  0.083
H -12.559 6.874 -22.657  0.074
H -13.875 6.240 -23.708  0.084
H -13.581 5.713 -22.041  0.087
C -19.802 15.570 -27.056  -0.027
C -20.191 15.729 -28.514  -0.498
O -21.296 16.139 -28.745  0.062
C -19.146 15.452 -29.613  -0.016
H -18.844 16.070 -26.910  0.081
H -19.845 14.495 -26.878  0.084
H -20.543 15.994 -26.378  0.076
H -19.676 15.245 -30.543  0.080
H -18.631 14.510 -29.423  0.074
H -18.403 16.250 -29.619  0.085
C -25.774 15.701 -25.981  -0.025
C -24.736 14.918 -25.185  -0.462
O -24.209 15.338 -24.142  0.025
C -24.330 13.589 -25.795  -0.021
H -26.348 16.087 -25.138  0.080
H -26.445 15.184 -26.666  0.079
H -25.421 16.640 -26.408  0.089
H -24.714 13.536 -26.813  0.074
H -24.663 12.773 -25.154  0.082
H -23.244 13.502 -25.776  0.078

Output
Orbital gap in eV: 9.6
LUMO in Ha: 0.0042
Highest occupied orbital energy in hartree: -0.347
SMILES string: CC(C)=O.CC(C)=O.CC(C)=O.CC(C)=O.CC(C)=O.CC(C)=O.CC(C)=O.CC(C)=O.CC(C)=O.CC(C)=O.CC(C)=O.CC(C)=O
Multiplicity: 1
Molecular weight in g mol⁻¹: 696.96

---

Stability, highest: w

---

w:
CH23NO12 | ωB97M-V with the def2-TZVPD basis set

Last column: natural (NBO) charge in e.
Cartesian coordinates (Å):
N -18.702 -46.709 1.909  -0.814
H -19.129 -45.966 1.772  0.395
H -17.978 -46.519 2.612  0.483
H -18.332 -47.058 1.073  0.433
H -19.420 -47.453 2.260  0.472
C -17.935 -47.866 5.280  0.940
O -17.707 -47.462 6.508  -0.804
O -16.914 -47.840 4.466  -0.770
O -19.068 -48.186 4.819  -0.852
H -16.117 -47.373 4.963  0.522
O -15.329 -46.077 1.446  -0.992
H -15.048 -46.846 0.886  0.501
H -14.718 -45.652 2.044  0.493
O -17.121 -44.788 4.082  -0.937
H -17.835 -44.248 4.435  0.486
H -16.786 -44.169 3.441  0.456
O -18.007 -45.633 -1.162  -0.946
H -18.020 -44.733 -1.419  0.472
H -17.513 -45.981 -2.008  0.475
O -22.208 -46.749 2.514  -0.938
H -22.678 -47.321 2.854  0.470
H -22.487 -46.289 1.776  0.477
O -22.097 -49.665 3.779  -0.976
H -22.004 -49.844 4.716  0.485
H -21.209 -49.173 3.458  0.492
O -20.296 -45.587 4.614  -1.003
H -19.934 -46.373 4.965  0.505
H -20.963 -45.809 3.922  0.480
O -20.332 -43.404 1.530  -0.957
H -20.802 -43.211 0.784  0.467
H -20.428 -42.706 2.212  0.491
O -19.673 -48.765 -0.258  -0.954
H -18.778 -48.828 -0.553  0.475
H -20.152 -47.887 -0.758  0.482
O -16.901 -49.288 2.153  -0.986
H -17.632 -49.911 2.311  0.480
H -16.679 -48.865 2.924  0.494

Output
Orbital gap in eV: 6.8
LUMO in Ha: -0.0242
Highest occupied orbital energy in hartree: -0.274
Multiplicity: 1
Molecular weight in g mol⁻¹: 241.19

---

x:
CH23NO12 | ωB97M-V with the def2-TZVPD basis set

Last column: natural (NBO) charge in e.
Cartesian coordinates (Å):
N -1.925 0.631 -1.949  -0.838
C -1.590 1.665 -1.142  0.903
O -2.303 1.958 -0.199  -0.701
O -0.419 2.247 -1.287  -0.747
H -1.496 0.438 -2.837  0.401
H -2.851 0.281 -1.788  0.399
H -0.008 -1.689 -2.226  0.455
H 1.403 -2.470 2.034  0.482
H -0.046 -2.812 1.862  0.483
O 0.834 -3.190 1.741  -0.963
H -0.928 -2.666 -1.983  0.467
H 1.970 -3.082 -0.485  0.499
O -0.406 -2.394 -2.756  -0.924
H 1.628 1.817 0.194  0.486
H 2.168 2.963 -0.680  0.468
O 2.433 2.223 -0.129  -0.956
H -3.641 -0.261 0.776  0.470
H -2.756 0.639 1.721  0.501
O -3.278 -0.169 1.654  -0.968
H -1.354 -0.793 0.170  0.493
H 0.082 -1.277 0.190  0.489
O -0.505 -0.658 -0.273  -0.989
H 0.321 1.987 -1.902  0.523
H 1.879 -1.814 -1.496  0.457
O 2.428 -2.413 -0.999  -0.955
H 2.843 0.759 1.697  0.486
H 1.863 0.133 2.628  0.486
O 1.961 0.367 1.697  -0.967
H -1.023 2.537 1.559  0.503
H -0.074 1.502 1.146  0.482
O -0.606 1.742 1.917  -0.968
H 2.542 1.741 -2.431  0.511
H 1.567 0.527 -2.469  0.490
O 1.641 1.474 -2.606  -0.940
H -0.667 0.040 2.476  0.507
H -1.198 -1.121 3.383  0.484
O -0.488 -0.860 2.796  -1.008

Output
Orbital gap in eV: 10.4
LUMO in Ha: -0.0038
Highest occupied orbital energy in hartree: -0.385
SMILES string: NC(=O)O.O.O.O.O.O.O.O.O.O.O
Multiplicity: 1
Molecular weight in g mol⁻¹: 241.19

---

Stability, highest: x

---

w:
C3H8N3 | ωB97M-V with the def2-TZVPD basis set

Last column: natural (NBO) charge in e.
Cartesian coordinates (Å):
C 0.384 -0.322 -0.786  -0.290
C 1.555 0.077 -0.111  0.586
C -1.232 0.763 -0.383  -0.010
N 0.051 -1.623 -0.501  -0.829
N 2.140 0.560 0.842  -0.535
N -1.432 0.975 0.916  -0.728
H 0.409 -0.144 -1.858  0.274
H -1.333 1.594 -1.018  0.225
H -1.539 -0.150 -0.821  0.232
H 0.340 -2.345 -1.183  0.406
H 2.984 0.599 1.369  0.467
H -1.207 1.770 1.466  0.409
H 0.267 -2.055 0.453  0.398
H -1.388 0.301 1.616  0.395

Output
Total charge: +1
Orbital gap in eV: 8.3
LUMO in Ha: -0.1740
Highest occupied orbital energy in hartree: -0.478
Multiplicity: 1
Molecular weight in g mol⁻¹: 86.12

---

x:
C3H8N3 | ωB97M-V with the def2-TZVPD basis set

Last column: natural (NBO) charge in e.
Cartesian coordinates (Å):
C -0.795 -0.522 -0.246  0.496
C 0.614 -0.763 0.394  -0.501
C 1.103 0.676 0.543  -0.245
N -1.036 0.731 -0.436  -0.341
N -1.609 -1.547 -0.201  -0.705
N 0.094 1.445 -0.292  -0.311
H 0.488 -1.413 1.212  0.261
H 1.193 -1.380 -0.316  0.256
H 0.983 1.162 1.592  0.249
H 2.113 0.883 0.238  0.254
H -1.305 -2.396 0.071  0.418
H -2.551 -1.301 -0.486  0.432
H 0.097 2.480 -0.239  0.466
H 0.611 1.946 -1.833  0.272

Output
Total charge: +1
Orbital gap (spin up / spin down) in eV: 8.2 / 8.3
LUMO (spin up / spin down) in Ha: -0.2154 / -0.2078
Highest occupied orbital energy (spin up / spin down) in hartree: -0.516 / -0.514
Multiplicity: 1
Molecular weight in g mol⁻¹: 86.12

---

Stability, highest: w